DFT (ωB97M-V/def2-TZVPD) results for a structure of composition C35H45Ge2N3O2PtS.

Geometry as XYZ:
```
89
Properties=species:S:1:pos:R:3:forces:R:3:mulliken_charge:R:1
Pt 0.1105 0.0055 -0.4062 0.1338 -0.0573 -0.0014 1.348
C -4.3126 -0.8202 -2.2630 0.0275 0.0870 0.0082 -1.283
C -2.9770 -0.1083 -2.0137 -0.1335 0.0119 -0.0630 -0.184
Ge -1.5212 -1.3343 -1.5486 -0.2350 0.0211 0.4353 -0.052
C -0.7014 -2.1303 -3.1410 0.0831 -0.0403 -0.1037 -0.326
C -1.5918 -3.2384 -3.7207 0.0789 0.0313 -0.0103 -1.335
C -2.1369 -2.7277 -0.3599 -0.0371 -0.1015 0.0235 -0.308
C -1.6996 -2.8275 0.9020 -0.0859 -0.1070 0.0872 0.195
Ge -0.3273 -1.5075 1.4674 0.0578 -0.0071 -0.2191 0.374
C -0.9567 -0.4529 3.0036 0.0026 0.0395 0.1008 0.238
C -1.4649 -1.1806 4.2518 0.0398 0.0517 -0.0342 -1.284
C 1.5126 -2.2018 1.6844 -0.0638 -0.1946 0.2137 -0.417
C 1.8650 -3.0940 2.8804 0.0474 0.0989 -0.0745 -1.297
C -2.2370 -3.8574 1.8400 0.0448 0.0519 -0.1142 0.204
C -3.4715 -4.4730 1.6162 -0.0568 -0.0005 0.0108 -0.693
C -3.9526 -5.4441 2.4785 0.0054 0.0176 -0.0236 -0.724
C -3.2124 -5.8233 3.5912 0.0065 -0.0021 0.0050 -0.452
C -1.9936 -5.2119 3.8385 -0.0019 0.0294 -0.0211 -0.957
C -1.5213 -4.2353 2.9728 -0.0046 -0.0296 -0.0255 0.374
H -5.0976 -0.1054 -2.5161 0.0007 -0.0147 0.0080 0.407
H -4.6384 -1.3665 -1.3762 0.0144 -0.0042 -0.0129 0.321
H -4.2473 -1.5339 -3.0857 0.0030 0.0038 0.0105 0.261
H -3.0725 0.5950 -1.1819 -0.0131 0.0136 -0.0339 0.160
H -2.6747 0.4706 -2.8916 -0.0129 0.0014 0.0196 0.294
H 0.2746 -2.5400 -2.8658 -0.0050 0.0006 -0.0288 0.379
H -0.5310 -1.3463 -3.8837 0.0022 -0.0172 0.0021 0.303
H -1.7487 -4.0400 -2.9977 0.0018 0.0149 -0.0021 0.314
H -1.1373 -3.6817 -4.6082 -0.0090 -0.0020 0.0079 0.402
H -2.5719 -2.8578 -4.0130 0.0149 0.0021 0.0048 0.272
H -2.8695 -3.4412 -0.7401 0.0396 0.0152 0.0570 0.437
H -1.7571 0.1701 2.5912 0.0029 0.0363 0.0651 0.280
H -0.1343 0.2191 3.2683 -0.1143 -0.0493 0.0156 -0.115
H -2.2854 -1.8589 4.0224 -0.0021 -0.0032 -0.0056 0.341
H -1.8275 -0.4621 4.9908 0.0195 -0.0068 -0.0040 0.426
H -0.6763 -1.7650 4.7293 -0.0175 -0.0149 -0.0250 0.222
H 2.1208 -1.2932 1.7058 0.0541 -0.0177 -0.0383 0.229
H 1.7498 -2.7167 0.7489 0.0572 0.0345 -0.0007 0.400
H 1.5740 -2.6342 3.8277 -0.0191 -0.0189 -0.0096 0.310
H 2.9415 -3.2739 2.9271 -0.0140 0.0264 -0.0066 0.402
H 1.3856 -4.0694 2.8146 0.0038 -0.0146 -0.0023 0.384
H -4.0750 -4.1790 0.7665 0.0034 -0.0010 0.0338 0.376
H -4.9138 -5.9033 2.2853 0.0117 0.0057 0.0039 0.402
H -3.5888 -6.5826 4.2640 -0.0028 0.0074 -0.0032 0.392
H -1.4120 -5.4878 4.7091 0.0011 0.0013 -0.0170 0.410
H -0.5760 -3.7578 3.1838 0.0280 0.0223 0.0286 0.299
C -2.3830 3.3544 1.7123 0.0239 0.0332 -0.0327 -1.923
C -1.0613 2.6610 1.5346 -0.0413 0.0771 0.1330 0.334
O -0.9053 1.9518 0.5450 0.0291 -0.2308 -0.2376 -0.606
C 0.0052 2.8602 2.5442 -0.0888 0.0322 -0.0222 0.828
C 1.2387 2.2324 2.3780 0.0472 0.0103 -0.0551 0.527
C 2.2312 2.3785 3.3305 -0.0217 0.0117 0.0256 -0.912
C 2.0017 3.1629 4.4564 0.0047 -0.0154 -0.0323 -0.646
C 0.7800 3.7995 4.6251 -0.0072 -0.0130 -0.0068 -0.746
C -0.2170 3.6472 3.6742 0.0148 0.0220 0.0332 -0.932
H -3.0544 3.0607 0.9106 0.0094 -0.0110 -0.0082 0.325
H -2.2461 4.4377 1.6943 -0.0100 -0.0161 0.0354 0.459
H -2.8271 3.0922 2.6735 0.0088 -0.0005 -0.0016 0.453
H 1.4218 1.6235 1.5020 0.0153 -0.0083 0.0600 0.440
H 3.1785 1.8698 3.2033 -0.0062 0.0279 -0.0129 0.489
H 2.7758 3.2769 5.2046 -0.0091 -0.0077 -0.0109 0.419
H 0.6007 4.4093 5.5005 0.0047 -0.0086 -0.0102 0.431
H -1.1666 4.1417 3.8261 0.0034 -0.0044 -0.0125 0.456
O 2.4896 0.6044 -0.0835 0.1393 -0.1961 0.0183 -0.479
N 3.3041 1.2997 -0.8350 -0.2127 0.0798 0.1484 0.223
C 4.3279 0.6856 -1.4607 0.0187 -0.0046 -0.0598 -0.134
C 5.2044 1.4075 -2.2426 0.0001 0.0055 0.0148 -0.809
C 5.0382 2.7776 -2.3888 0.0283 -0.0557 -0.0050 -0.177
C 3.9788 3.3867 -1.7357 -0.0549 0.0147 -0.0195 -1.134
C 3.1243 2.6300 -0.9629 -0.0169 0.0590 -0.0721 0.103
H 4.3876 -0.3787 -1.2894 -0.0122 0.0184 0.0255 0.469
H 6.0160 0.8824 -2.7264 0.0001 0.0188 0.0110 0.454
H 5.7253 3.3576 -2.9893 -0.0292 -0.0165 -0.0096 0.449
H 3.7984 4.4499 -1.8185 0.0184 -0.0233 0.0065 0.464
H 2.2792 3.0278 -0.4211 0.0038 -0.0287 0.0183 0.485
N 2.7296 3.2348 -6.3054 -0.1487 -0.0702 -0.2240 -0.314
C 1.8336 3.7627 -5.4458 -0.0296 -0.5077 0.3526 0.047
S 1.3914 5.3252 -5.4998 -0.0829 0.4010 0.0496 -0.332
C 1.3219 2.8167 -4.3758 0.2526 0.2663 -0.4328 1.248
C 0.3479 3.2317 -3.4868 -0.3789 0.0508 0.2429 -0.746
C -0.0689 2.3798 -2.4769 0.0172 0.1086 -0.0476 -0.852
N 0.4517 1.1601 -2.2945 0.1907 0.4496 -0.3514 0.423
C 1.3656 0.7460 -3.1742 0.0071 -0.0765 -0.1050 -0.873
C 1.8144 1.5302 -4.2244 0.1598 -0.2871 0.1502 -0.920
H 2.9836 3.8244 -7.0839 0.0666 -0.0082 0.0335 0.243
H 2.7542 2.2442 -6.4818 0.0374 0.0035 0.0448 0.203
H -0.0802 4.2205 -3.5869 0.0072 -0.0432 0.0323 0.440
H -0.8360 2.6747 -1.7719 0.0379 0.0260 0.0099 0.554
H 1.7489 -0.2570 -3.0261 0.0400 0.0265 0.0064 0.539
H 2.5745 1.1208 -4.8752 0.0058 -0.0309 0.0573 0.302
```
Forces are in eV/Å.

Its HOMO energy (spin up / spin down) is -10.2667 / -10.2695 eV. The expectation value of S² is 0.75. Its spin multiplicity is 2. The calculation puts the relative energy (zero: lowest compared OMol25 entry of this formula, charge and spin) at 24.5 kJ/mol. Its total charge is +1.